Computed, not measured: a structure of composition C5H11N3S at a distorted geometry, with ωB97M-V/def2-TZVPD.

## Properties
HOMO level (Ha): -0.607
HOMO-LUMO gap (hartree): 0.29534
Total charge: +2
Multiplicity: 1

Last column: natural (NBO) charge in e.
Geometry (Å):
H1 1.36 -2.62 0.77  0.46
H2 -1.11 -2.29 0.39  0.28
H3 2.01 -2.29 -0.70  0.45
H4 -0.74 0.97 -1.15  0.46
H5 2.51 -1.45 0.54  0.45
H6 -2.51 1.32 -1.62  0.45
H7 -0.22 2.63 1.65  0.44
C1 1.30 0.33 -0.29  -0.49
N1 1.76 -1.94 0.16  -0.64
N2 -1.78 0.85 -1.13  -0.70
H8 2.26 0.40 -0.74  0.26
N3 0.02 1.78 1.17  -0.74
C2 -0.63 -1.25 0.24  -0.23
H9 1.62 2.43 0.09  0.26
C3 -2.13 -0.11 -0.31  0.18
H10 -4.50 -0.29 -0.42  0.19
C4 0.64 -0.95 -0.06  0.10
C5 0.96 1.54 0.24  0.12
H11 -0.85 1.27 1.23  0.39
S1 -3.55 -0.67 0.44  0.31